# 1
{
  "formula": "C4H14O2S2",
  "method": "ωB97M-V/def2-TZVPD",
  "homo_ev": -8.77,
  "lumo_energy_ev": -3.383,
  "relative_energy_kj_mol": 413.7,
  "gap_ev": 5.4,
  "species": ["C", "C", "S", "S", "C", "C", "H", "H", "H", "H", "H", "H", "H", "H", "H", "H", "H", "H", "O", "H", "H", "O"],
  "xyz": [[2.25, 0.22, 1.29], [1.51, -1.11, 1.14], [-0.20, -0.93, 1.37], [1.78, 0.39, -1.66], [0.06, 0.11, -1.61], [-0.41, -1.29, -1.91], [3.17, 0.09, 0.72], [2.51, 0.62, 2.26], [1.62, 0.96, 0.81], [2.06, -1.95, 1.54], [1.74, -1.22, 0.01], [-0.11, 0.37, -0.52], [-0.48, 0.85, -2.18], [-0.10, -1.61, -2.90], [-1.47, -1.39, -1.92], [-0.06, -2.07, -1.22], [-2.03, -0.43, 0.18], [-3.50, -0.15, 0.25], [-2.72, 0.00, -0.28], [-1.68, 3.54, 1.92], [-1.95, 2.05, 1.51], [-2.00, 2.95, 1.22]]
}

---

# 2
{
  "formula": "C5H8O2",
  "method": "ωB97M-V/def2-TZVPD",
  "smiles": "O=CCC1(O)CC1",
  "homo_ev": -9.18,
  "lumo_energy_ev": 0.871,
  "relative_energy_kj_mol": 324.8,
  "gap_ev": 10.1,
  "species": ["O", "C", "C", "C", "O", "C", "C", "H", "H", "H", "H", "H", "H", "H", "H"],
  "xyz": [[1.78, 1.36, -0.36], [1.50, 0.76, 0.66], [0.96, -0.66, 0.66], [-0.23, -0.57, -0.26], [-0.01, -1.19, -1.50], [-1.65, -0.35, 0.06], [-0.76, 0.84, -0.41], [1.54, 1.29, 1.63], [0.68, -1.00, 1.66], [1.71, -1.34, 0.24], [-0.51, -0.72, -2.18], [-1.91, -0.31, 1.13], [-2.41, -0.87, -0.52], [-0.06, 1.20, -1.23], [-0.64, 1.57, 0.39]]
}

---

# 3
{
  "formula": "C6H10BrCl",
  "method": "ωB97M-V/def2-TZVPD",
  "smiles": "C[C@]1(Cl)CC[C@]1(C)Br",
  "homo_ev": -9.88,
  "lumo_energy_ev": 0.851,
  "relative_energy_kj_mol": 63.0,
  "gap_ev": 10.7,
  "species": ["C", "C", "Cl", "C", "C", "C", "C", "Br", "H", "H", "H", "H", "H", "H", "H", "H", "H", "H"],
  "xyz": [[-0.02, 0.93, 1.85], [-0.44, 0.53, 0.47], [-1.40, 1.87, -0.22], [-1.14, -0.83, 0.32], [0.19, -1.50, -0.06], [0.57, -0.10, -0.57], [0.49, 0.35, -2.05], [2.42, 0.29, 0.08], [1.02, 1.17, 1.97], [-0.34, 0.14, 2.56], [-0.56, 1.80, 2.20], [-1.80, -0.58, -0.60], [-1.64, -1.36, 1.09], [0.68, -1.73, 0.84], [0.29, -2.20, -0.84], [0.95, 1.26, -2.07], [-0.44, 0.20, -2.44], [1.15, -0.24, -2.54]]
}